*1*
The following is a DFT calculation (the ωB97M-V functional and the def2-TZVPD basis) of a 2-piece molecular cluster, C4H12N2O2 overall.

multiplicity = 1
molecular weight = 120.152 g/mol
Kohn-Sham gap = 9.5 eV
structure (SMILES) = CNC(=O)[C@@H](C)N.O

Each line ends with the Mulliken charge.
Atoms and positions in Å:
O: 0.484 -1.329 2.722  -0.6250
O: 1.908 -0.391 -0.013  -0.6573
N: -1.358 -0.230 0.547  -0.3960
N: 0.908 1.562 -0.519  -0.1427
C: -0.148 2.455 -0.970  -0.9207
C: -0.231 -1.952 -0.775  -1.3652
C: -0.447 -0.479 -0.526  0.1412
C: 0.906 0.215 -0.347  0.5412
H: 1.709 2.087 -0.236  0.2400
H: -0.912 -0.121 -1.439  0.3563
H: -1.165 -2.439 -1.053  0.3618
H: -0.477 3.089 -0.164  0.2963
H: 0.163 -2.475 0.105  0.2047
H: -1.825 0.655 0.634  0.1954
H: -1.164 -0.675 1.422  0.1845
H: 0.473 -2.127 -1.583  0.3434
H: -1.067 1.930 -1.231  0.3501
H: 1.192 -1.058 3.306  0.3085
H: 0.228 3.036 -1.805  0.3092
H: 0.823 -1.752 1.924  0.2741

*2*
The following is a DFT calculation (the ωB97M-V functional and the def2-TZVPD basis) of a 2-piece molecular cluster, C4H12N2O2 overall.

multiplicity = 1
molecular weight = 120.152 g/mol
Kohn-Sham gap = 9.4 eV
structure (SMILES) = COC(C)=O.NCN

Each line ends with the Mulliken charge.
Atoms and positions in Å:
O: -1.205 -1.020 1.120  -0.3430
O: -1.064 1.104 0.310  -0.6620
N: 0.695 0.379 -2.369  -0.7497
N: 2.180 0.714 -0.487  -0.6148
C: 0.417 0.374 2.115  -1.0370
C: -2.298 -1.286 0.240  -0.6874
C: 1.133 -0.096 -1.049  0.1426
C: -0.623 0.190 1.055  0.8287
H: 0.026 0.077 -0.525  -0.1398
H: 0.864 -0.579 2.384  0.3296
H: -2.960 -1.985 0.747  0.2772
H: -1.911 -1.708 -0.690  0.2543
H: 0.040 -0.275 -2.786  0.2647
H: 1.487 -1.127 -1.156  0.4132
H: -0.080 0.804 2.985  0.3312
H: 1.163 1.103 1.812  0.3003
H: 0.177 1.248 -2.244  0.2656
H: 2.954 0.799 -1.140  0.2667
H: -2.821 -0.365 -0.018  0.3339
H: 1.826 1.649 -0.306  0.2256

Last place for stability: *2*

*1*
The following is a DFT calculation (the ωB97M-V functional and the def2-TZVPD basis) of a 2-piece molecular cluster, C6H12O2 overall.

multiplicity = 1
molecular weight = 116.160 g/mol
Kohn-Sham gap = 9.2 eV
structure (SMILES) = CC(C)=C/C=C/O.O

Each line ends with the Mulliken charge.
Atoms and positions in Å:
O: -2.504 2.517 1.399  -0.6518
O: 3.890 -0.396 -0.724  -0.5050
C: 1.875 -0.975 0.435  -0.5719
C: -1.951 -0.739 0.182  -1.3106
C: 0.416 -1.326 0.452  -0.6022
C: -0.189 0.691 -0.952  -1.4636
C: -0.499 -0.546 -0.134  1.1577
C: 2.577 -0.787 -0.659  0.0492
H: -0.017 0.390 -1.989  0.3241
H: 0.157 -2.273 0.902  0.3263
H: 2.201 -0.847 1.467  0.2899
H: -3.235 2.921 0.927  0.3196
H: -1.080 1.320 -0.988  0.3620
H: -2.429 0.215 0.419  0.2356
H: -1.673 2.898 1.106  0.3170
H: 0.693 1.198 -0.566  0.4093
H: -2.117 -1.530 0.903  0.3298
H: 4.317 -0.635 0.104  0.3235
H: -2.597 -1.025 -0.663  0.3107
H: 2.164 -1.071 -1.620  0.3504

*2*
The following is a DFT calculation (the ωB97M-V functional and the def2-TZVPD basis) of C6H12O2 as an isolated structure.

multiplicity = 1
molecular weight = 116.160 g/mol
Kohn-Sham gap (spin up / spin down) = 8.4 / 8.4 eV

Each line ends with the Mulliken charge.
Atoms and positions in Å:
O: -3.584 -0.961 -1.643  -0.5143
O: -1.063 -1.708 -0.351  -0.6181
C: 0.880 1.148 1.538  -1.3832
C: 1.417 -0.985 0.302  -1.0934
C: -1.532 -0.403 -0.425  -0.0716
C: 1.294 1.175 -0.969  -1.4542
C: -2.897 -1.157 -0.676  -0.0311
C: 1.089 0.373 0.277  1.0748
H: -1.257 0.168 -1.312  0.1870
H: -3.241 -1.737 0.194  0.3366
H: 1.761 1.772 1.730  0.4123
H: 0.142 -1.590 0.066  0.3656
H: 2.238 1.728 -0.894  0.4250
H: -1.595 0.156 0.514  0.1878
H: 0.740 0.498 2.400  0.3664
H: 0.024 1.820 1.453  0.3213
H: 1.688 -1.411 1.262  0.3804
H: 2.052 -1.339 -0.506  0.3748
H: 0.498 1.908 -1.104  0.3480
H: 1.347 0.545 -1.855  0.3860

*3*
The following is a DFT calculation (the ωB97M-V functional and the def2-TZVPD basis) of a 2-piece molecular cluster, C6H12O2 overall.

multiplicity = 1
molecular weight = 116.160 g/mol
Kohn-Sham gap = 9.7 eV
structure (SMILES) = C/C=C/O.C=C(C)O

Each line ends with the Mulliken charge.
Atoms and positions in Å:
O: 0.887 0.315 -1.707  -0.5411
O: -1.218 1.119 1.382  -0.4969
C: -1.243 0.619 -2.614  -1.0117
C: 1.864 -0.754 2.396  -1.1402
C: 0.090 0.810 1.635  -0.3603
C: -0.378 -0.156 -1.978  0.8323
C: -0.685 -1.510 -1.419  -1.0385
C: 0.436 -0.348 2.177  0.0414
H: 0.831 1.580 1.433  0.3178
H: 2.123 -0.880 3.448  0.3729
H: -2.250 0.300 -2.834  0.2651
H: -1.270 1.636 0.569  0.3258
H: 0.075 -2.222 -1.750  0.3251
H: 1.168 -0.149 -0.905  0.3193
H: 2.528 0.018 2.000  0.2964
H: -0.357 -1.060 2.370  0.3789
H: 2.092 -1.689 1.887  0.2663
H: -0.695 -1.484 -0.329  0.2033
H: -1.654 -1.833 -1.790  0.3519
H: -0.942 1.594 -2.969  0.2922

Last place for stability: *2*

*1*
The following is a DFT calculation (the ωB97M-V functional and the def2-TZVPD basis) of a 11-piece molecular cluster, H20NO13 overall.

multiplicity = 1
molecular weight = 242.154 g/mol
Kohn-Sham gap = 10.6 eV
charge = -1

Each line ends with the Mulliken charge.
Atoms and positions in Å:
O: 39.307 16.406 33.382  -0.8615
O: 41.311 16.362 31.364  -0.7131
O: 40.477 16.194 35.896  -0.7104
O: 34.785 17.735 32.559  -0.6826
O: 39.481 18.126 29.998  -0.7585
O: 38.644 17.364 37.928  -0.6334
O: 36.292 15.535 34.931  -0.6634
O: 37.729 15.669 30.837  -0.6147
O: 40.150 20.508 32.816  -0.6610
O: 37.921 17.508 34.558  -0.6853
O: 38.345 18.046 32.451  -0.7615
O: 41.823 18.411 33.651  -0.5335
O: 37.805 19.988 35.757  -0.6243
N: 38.570 17.352 33.437  1.1444
H: 40.760 19.947 33.243  0.3720
H: 36.278 15.048 35.806  0.2799
H: 37.074 19.990 36.349  0.2655
H: 37.686 17.374 37.648  0.2726
H: 37.855 18.996 35.517  0.3724
H: 37.960 16.147 31.652  0.3704
H: 39.274 19.970 32.869  0.3352
H: 40.558 16.313 31.871  0.2914
H: 40.923 16.785 30.580  0.4366
H: 39.892 16.218 35.191  0.4404
H: 42.747 18.500 33.700  0.2264
H: 36.954 16.270 35.020  0.3427
H: 35.709 17.335 32.632  0.3566
H: 34.934 18.729 32.433  0.3196
H: 39.000 17.816 30.893  0.4106
H: 41.691 17.760 33.108  0.3508
H: 41.366 15.768 35.525  0.2970
H: 37.944 14.753 30.947  0.3123
H: 39.897 19.003 30.062  0.3038
H: 39.234 17.008 37.166  0.4027

*2*
The following is a DFT calculation (the ωB97M-V functional and the def2-TZVPD basis) of a 11-piece molecular cluster, H20NO13 overall.

multiplicity = 1
molecular weight = 242.154 g/mol
Kohn-Sham gap = 10.1 eV
charge = -1

Each line ends with the Mulliken charge.
Atoms and positions in Å:
O: 0.878 -2.685 0.345  -0.7374
O: -3.073 -0.092 1.095  -0.7039
O: 3.495 -2.802 -1.230  -0.6398
O: -2.463 0.669 -2.511  -0.6717
O: -0.590 0.125 0.588  -0.5579
O: -2.111 -2.937 1.155  -0.6691
O: -0.319 1.025 -1.297  -0.8245
O: 1.592 3.045 -0.866  -0.6730
O: 3.227 0.894 0.875  -0.6656
O: -1.549 -0.225 3.353  -0.6184
O: 0.902 -0.617 -0.668  -0.4818
O: -1.250 2.969 1.460  -0.6706
O: 1.132 0.365 -3.894  -0.5975
N: -0.131 0.070 -0.492  0.6643
H: 2.681 -2.343 -0.794  0.3604
H: 0.707 -1.709 0.180  0.4951
H: -1.348 -3.413 1.005  0.2937
H: -2.279 -1.981 1.132  0.4294
H: -2.179 0.214 1.063  0.4963
H: 1.679 3.189 0.085  0.3374
H: -1.705 1.032 -2.224  0.4162
H: -0.946 2.180 1.061  0.3446
H: 0.351 0.628 -4.450  0.3078
H: 3.062 0.385 1.665  0.3064
H: 1.032 -2.790 1.319  0.2742
H: -2.407 -0.202 -2.137  0.2751
H: 2.573 0.821 0.132  0.3424
H: -1.371 0.473 3.965  0.2867
H: 4.051 -2.145 -1.123  0.2575
H: 0.825 0.638 -3.161  0.3332
H: -1.303 3.697 0.832  0.3315
H: -0.904 -0.194 2.547  0.3745
H: 0.949 2.245 -0.946  0.2954
H: -3.206 -0.528 1.935  0.2892

Last place for stability: *2*

*1*
The following is a DFT calculation (the ωB97M-V functional and the def2-TZVPD basis) of an isolated ion of composition C6H14N2 and charge +2.

multiplicity = 1
molecular weight = 114.192 g/mol
Kohn-Sham gap = 10.1 eV
charge = +2
structure (SMILES) = C=[NH+]/C=C/C[C@H](C)[NH3+]

Each line ends with the Mulliken charge.
Atoms and positions in Å:
N: -1.999 -2.150 -0.650  -0.0046
N: 2.580 1.954 0.408  -0.2817
C: -2.214 -3.232 -1.265  -0.0712
C: 0.506 0.738 -0.386  -0.6657
C: -0.426 -0.384 -0.018  -0.4496
C: 1.303 1.182 0.871  -0.2151
C: 0.499 2.246 1.626  -1.3883
C: -0.969 -1.169 -0.933  -0.3085
H: -0.067 1.626 -0.656  0.3408
H: 3.096 2.223 1.248  0.3724
H: -0.744 -1.063 -1.985  0.4338
H: 0.398 3.219 1.121  0.4796
H: -1.688 -3.669 -2.109  0.3003
H: -0.729 -0.437 1.025  0.4016
H: 1.589 0.298 1.430  0.4610
H: -2.644 -1.812 0.071  0.3382
H: 2.267 2.757 -0.122  0.3669
H: 3.121 1.290 -0.137  0.3516
H: -0.572 2.038 1.700  0.3434
H: 0.962 2.470 2.583  0.4405
H: 1.175 0.453 -1.197  0.4840
H: -3.073 -3.841 -0.999  0.2707

*2*
The following is a DFT calculation (the ωB97M-V functional and the def2-TZVPD basis) of a 2-piece molecular cluster, C6H14N2 overall.

multiplicity = 1
molecular weight = 114.192 g/mol
Kohn-Sham gap (spin up / spin down) = 9.7 / 8.5 eV
charge = +2

Each line ends with the Mulliken charge.
Atoms and positions in Å:
N: 0.080 1.217 0.260  0.0863
N: 1.087 -3.385 -1.527  -0.2487
C: -1.641 -0.092 0.922  -0.5858
C: -0.876 2.091 0.745  -0.6829
C: 1.727 -2.306 -0.753  -0.7500
C: 1.218 1.966 -0.205  -0.7383
C: -2.233 1.354 0.764  -0.5586
C: -0.324 -0.003 0.385  0.2957
H: -2.846 1.567 -0.119  0.3376
H: -2.829 1.665 1.632  0.3208
H: 1.542 -4.100 -0.943  0.4090
H: 1.171 -3.288 -2.562  0.3817
H: -2.327 -0.932 0.856  0.4510
H: 0.094 -3.277 -1.137  0.3961
H: 2.401 -1.751 -1.377  0.4027
H: 2.184 1.394 -0.413  0.2913
H: -1.514 -0.294 1.987  0.3236
H: 0.912 2.554 -1.161  0.3498
H: -0.918 2.946 0.028  0.3767
H: 2.004 -2.416 0.315  0.4219
H: 1.520 2.745 0.569  0.3224
H: -0.432 2.348 1.733  0.3977

Last place for stability: *2*

*1*
The following is a DFT calculation (the ωB97M-V functional and the def2-TZVPD basis) of one molecule with the formula C5H7ClN2.

multiplicity = 1
molecular weight = 130.578 g/mol
Kohn-Sham gap = 10.1 eV
structure (SMILES) = C[C@@H](Cl)n1ccnc1

Each line ends with the Mulliken charge.
Atoms and positions in Å:
Cl: 1.593 -0.501 -1.913  -0.2315
N: 0.466 -0.699 2.499  -0.5584
N: 0.123 -0.364 0.288  0.1495
C: 0.571 0.837 0.932  -0.2393
C: 0.113 -1.294 1.429  -0.0015
C: -0.971 0.604 -1.807  -1.0603
C: 0.728 0.568 2.224  -0.5228
C: -0.079 -0.585 -1.044  -0.0532
H: 1.216 1.181 2.887  0.4461
H: -0.568 -1.546 -1.279  0.4499
H: -1.697 0.047 -2.562  0.2869
H: 0.437 1.774 0.346  0.3452
H: -0.273 1.310 -2.254  0.3579
H: -1.584 1.034 -0.992  0.3212
H: -0.075 -2.366 1.249  0.3104

*2*
The following is a DFT calculation (the ωB97M-V functional and the def2-TZVPD basis) of one molecule with the formula C5H7ClN2.

multiplicity = 1
molecular weight = 130.578 g/mol
Kohn-Sham gap = 9.1 eV
structure (SMILES) = CNc1[nH]ccc1Cl

Each line ends with the Mulliken charge.
Atoms and positions in Å:
Cl: 0.368 -1.384 2.262  -0.2282
N: 0.229 -1.080 -1.033  -0.4208
N: 0.494 1.246 -0.582  0.0764
C: 0.467 -0.017 1.252  0.4691
C: -1.216 -1.583 -1.144  -0.7441
C: 0.638 2.082 0.510  -0.3875
C: 0.667 1.333 1.621  -0.6151
C: 0.365 -0.012 -0.115  -0.3590
H: 0.694 1.725 2.628  0.4035
H: 0.453 1.629 -1.531  0.2416
H: -1.922 -0.785 -1.429  0.2739
H: 0.779 -1.902 -0.720  0.3565
H: -1.227 -2.436 -1.840  0.3048
H: 0.775 3.147 0.284  0.3394
H: -1.563 -1.963 -0.163  0.2896

Last place for stability: *1*

*1*
The following is a DFT calculation (the ωB97M-V functional and the def2-TZVPD basis) of a 3-piece molecular cluster, C5H7ClN2 overall.

multiplicity = 1
molecular weight = 130.578 g/mol
Kohn-Sham gap = 7.3 eV

Each line ends with the Mulliken charge.
Atoms and positions in Å:
Cl: -2.456 -0.642 -1.954  -0.2162
N: 0.712 1.392 -0.812  -0.0093
N: 1.838 0.679 0.985  -0.7248
C: -0.548 1.317 -1.470  -0.4519
C: 0.661 0.550 0.208  0.0050
C: -0.388 -0.382 0.119  0.4780
C: -0.575 -1.670 0.744  -1.1242
C: -1.135 0.189 -1.045  0.2630
H: 1.336 2.125 -0.639  0.2731
H: 0.167 -2.033 1.526  0.2653
H: 1.517 1.888 1.876  0.2569
H: 1.625 -0.799 1.837  0.2756
H: -1.547 -1.830 1.304  0.2505
H: -0.786 1.787 -2.597  0.2296
H: -0.422 -2.571 -0.082  0.2295

*2*
The following is a DFT calculation (the ωB97M-V functional and the def2-TZVPD basis) of one molecule with the formula C5H7ClN2.

multiplicity = 1
molecular weight = 130.578 g/mol
Kohn-Sham gap = 9.7 eV
structure (SMILES) = [H]/N=C1/NCC(C)=C1Cl

Each line ends with the Mulliken charge.
Atoms and positions in Å:
Cl: 0.359 2.024 -0.017  -0.2289
N: 2.440 -0.485 0.070  -0.7817
N: 0.560 -1.876 -0.126  -0.1863
C: 0.053 0.325 -0.016  0.5770
C: -0.879 -1.777 0.020  -0.4065
C: -2.494 0.308 0.032  -1.3374
C: 1.184 -0.655 -0.018  0.2263
C: -1.125 -0.288 -0.003  0.2059
H: 2.679 0.499 0.115  0.2128
H: -2.473 1.395 0.074  0.3223
H: -3.070 -0.047 0.907  0.3074
H: -1.400 -2.269 -0.793  0.2654
H: -1.239 -2.250 0.952  0.2494
H: 1.047 -2.700 0.184  0.2631
H: -3.076 0.018 -0.854  0.3111

Last place for stability: *1*